(1)
The following is a DFT calculation (ωB97M-V/def2-TZVPD) of a 2-piece molecular cluster, CH4NO2Si overall at a distorted geometry.

Structure (XYZ):
```
9
Properties=species:S:1:pos:R:3:forces:R:3
C -2.026 -0.134 -0.020 0.24 -0.80 0.04
N 2.356 -1.159 0.294 -1.48 0.94 -0.02
O -2.385 1.067 -0.098 0.16 0.66 0.01
O -2.598 -1.196 -0.053 -0.26 -0.33 -0.02
Si -0.267 0.558 0.149 0.43 -0.67 -0.24
H 2.830 -0.279 0.069 0.11 -0.12 -0.13
H 2.207 -1.606 -0.620 0.01 0.23 0.14
H 0.076 1.334 -1.043 0.37 0.02 -0.22
H -0.193 1.414 1.323 0.42 0.07 0.44
```
Positions in Å, forces in eV/Å.

Its charge is -1. For the frontier orbital gap (alpha / beta), the calculation gives 7.148 / 7.139 eV. The multiplicity is 1. For the energy above the lowest of the compared OMol25 structures with the same formula, charge and spin, the calculation gives 3.254 eV. As for the HOMO energy (alpha / beta): -3.46 / -3.46 eV.

(2)
The following is a DFT calculation (ωB97M-V/def2-TZVPD) of C37H55N7Si3Ti as an isolated structure at a distorted geometry.

Structure (XYZ):
```
103
Properties=species:S:1:pos:R:3:forces:R:3
Ti 0.920 -0.502 0.577 1.43 -1.00 -0.35
C 1.910 -4.591 1.604 0.32 -0.03 0.13
C 2.942 -3.633 0.986 -0.15 -0.20 0.31
N 2.353 -2.655 0.092 0.67 0.48 -0.53
C 1.744 -3.219 -1.097 -0.13 -0.01 -0.13
C 0.221 -3.414 -0.863 0.37 0.11 -0.15
N -0.217 -2.541 0.208 -1.03 0.29 -0.32
C -1.179 -3.125 1.113 -0.03 -0.17 0.37
C -0.516 -4.238 1.963 -0.13 0.09 0.18
N 0.850 -3.944 2.353 -0.03 0.28 -0.10
H 1.498 -5.238 0.818 -0.04 0.00 -0.01
H 2.460 -5.256 2.290 0.12 0.00 -0.25
H 3.435 -3.088 1.788 0.04 -0.03 -0.02
H 3.697 -4.259 0.465 -0.13 0.13 0.12
H 3.034 -1.930 -0.136 -0.01 -0.28 -0.02
H 1.894 -2.523 -1.927 0.01 -0.09 0.11
H 2.202 -4.186 -1.380 -0.03 0.17 0.03
H -0.314 -3.231 -1.810 0.05 -0.05 0.16
H 0.021 -4.452 -0.580 -0.03 0.13 0.02
H -0.509 -1.618 -0.165 -0.74 -0.83 -0.40
H -1.531 -2.335 1.782 -0.01 -0.13 -0.13
H -2.062 -3.546 0.595 0.05 0.06 0.13
H -1.102 -4.373 2.881 -0.22 -0.04 -0.21
H -0.546 -5.194 1.428 0.06 0.01 0.05
H 0.988 -2.930 2.328 0.06 -0.09 0.04
C 0.248 -0.225 -1.660 -0.88 -0.06 -0.65
Si -1.280 0.547 -2.406 0.82 0.38 0.20
C -1.493 2.348 -1.755 -0.15 -0.40 -0.09
N -1.780 2.360 -0.337 -0.17 0.32 -0.06
C -1.409 3.566 0.376 0.10 0.34 0.14
C -2.529 4.618 0.414 0.15 -0.13 -0.01
C -3.758 4.050 1.141 -0.01 -0.03 0.05
C -3.676 2.525 1.234 -0.04 0.02 -0.16
C -3.142 1.939 -0.066 -0.10 -0.30 0.24
C -2.959 -0.357 -2.350 -0.11 0.01 0.00
C -3.111 -1.656 -1.871 0.48 0.18 0.02
C -4.316 -2.325 -1.927 -0.73 -0.25 -0.14
C -5.437 -1.705 -2.475 0.33 -0.08 0.12
C -5.313 -0.408 -2.957 -0.43 -0.17 -0.05
C -4.101 0.247 -2.898 0.53 0.04 0.13
C -1.062 0.729 -4.304 0.32 -0.15 -0.18
C -1.769 -0.045 -5.230 -0.20 0.10 0.49
C -1.448 -0.068 -6.571 0.35 0.12 -0.69
C -0.371 0.678 -7.049 -0.24 -0.13 0.25
C 0.361 1.444 -6.147 0.12 0.06 -0.51
C 0.020 1.467 -4.812 -0.37 -0.03 0.47
H 1.060 0.455 -1.965 -0.17 0.04 -0.02
H 0.438 -1.147 -2.237 -0.11 0.10 -0.06
H -2.255 2.912 -2.330 -0.03 0.00 -0.13
H -0.543 2.860 -1.913 0.20 -0.07 -0.11
H -0.516 3.986 -0.091 0.00 -0.10 0.07
H -1.138 3.290 1.403 0.09 0.09 -0.07
H -2.786 4.885 -0.614 0.01 0.05 -0.03
H -2.176 5.525 0.912 0.04 0.02 -0.09
H -4.668 4.336 0.604 -0.05 0.01 0.04
H -3.830 4.465 2.149 -0.06 0.03 -0.01
H -4.663 2.106 1.442 0.08 -0.06 0.07
H -3.019 2.239 2.053 -0.05 -0.04 0.07
H -3.822 2.248 -0.886 0.02 -0.02 0.00
H -3.161 0.844 -0.027 -0.18 0.08 0.00
H -2.251 -2.158 -1.453 0.10 -0.08 0.12
H -4.399 -3.341 -1.553 0.06 0.08 0.02
H -6.387 -2.228 -2.529 0.04 0.03 0.02
H -6.178 0.083 -3.389 0.01 0.05 -0.01
H -4.022 1.249 -3.298 -0.02 0.14 -0.05
H -2.600 -0.644 -4.879 -0.03 -0.06 -0.05
H -2.025 -0.677 -7.259 0.00 0.00 0.03
H -0.108 0.657 -8.100 0.00 0.00 0.03
H 1.211 2.018 -6.502 -0.02 0.02 0.04
H 0.604 2.065 -4.125 0.15 0.04 0.05
C 4.331 0.869 -1.042 -0.54 -0.01 0.29
Si 2.816 1.185 0.195 1.16 0.78 0.19
C 2.404 3.035 -0.289 0.07 -0.46 0.04
C 3.763 1.518 1.859 -0.23 -0.03 -0.48
C 4.816 2.425 1.934 0.28 0.17 -0.08
C 5.421 2.759 3.133 0.22 0.20 -0.06
C 4.948 2.195 4.304 0.08 0.03 0.27
C 3.915 1.279 4.240 0.04 0.04 0.31
C 3.320 0.907 3.039 -0.45 -0.33 0.02
Si 2.013 -0.545 2.997 0.65 0.21 1.01
C 0.846 -0.121 4.513 0.27 -0.07 -0.47
C 3.225 -1.818 3.933 -0.36 0.17 -0.36
H 5.056 1.682 -1.032 0.11 0.20 0.08
H 3.971 0.773 -2.065 -0.10 -0.04 -0.22
H 4.870 -0.049 -0.799 0.03 -0.14 0.08
H 3.292 3.661 -0.391 0.21 0.05 0.00
H 1.770 3.481 0.475 -0.12 0.03 0.14
H 1.863 3.076 -1.232 -0.17 0.01 -0.26
H 5.189 2.891 1.028 0.00 0.06 -0.14
H 6.255 3.456 3.162 -0.05 0.01 -0.04
H 5.389 2.463 5.261 0.00 -0.02 0.00
H 3.563 0.835 5.162 -0.05 -0.09 0.15
H 1.362 -0.037 5.470 0.18 0.02 0.09
H 0.085 -0.891 4.626 -0.16 -0.17 0.01
H 0.325 0.818 4.335 -0.11 0.16 -0.05
H 3.445 -1.489 4.947 -0.03 0.17 0.18
H 4.184 -1.888 3.416 0.12 0.00 -0.12
H 2.804 -2.819 4.005 -0.12 -0.25 0.02
N -3.758 0.452 4.999 -0.18 0.26 0.36
C -3.151 0.186 4.046 -0.27 0.36 0.93
N -2.608 -0.239 2.972 -0.34 -1.03 -0.95
C -1.608 0.039 2.258 0.59 0.47 -0.45
N -0.756 0.177 1.464 -1.10 0.27 0.97
```
Positions in Å, forces in eV/Å.

Its charge is -2. For the frontier orbital gap (alpha / beta), the calculation gives 4.354 / 5.123 eV. The multiplicity is 3. As for the HOMO energy (alpha / beta): -0.23 / -1.00 eV.

- What is the formula in the second record?
  C37H55N7Si3Ti